No. 1
DFT (wB97M-V/def2-TZVPD) results for a 4-piece molecular cluster, C3H16NO3 overall in a non-equilibrium geometry.

Atoms and positions in Å:
C1 1.39713 -2.00099 0.60915
C2 1.76809 -0.79246 -0.19363
N1 0.56578 0.04329 -0.53201
C3 0.87052 1.20167 -1.41422
H1 0.64877 -2.56742 0.03187
H2 2.25916 -2.65349 0.80321
H3 1.04493 -1.82507 1.63694
H4 2.41434 -0.13487 0.41694
H5 2.28518 -1.11195 -1.09670
H6 0.14343 0.39672 0.37421
H7 -0.17631 -0.55592 -0.98170
H8 1.85839 1.62625 -1.23286
H9 0.08066 1.92508 -1.15380
H10 0.70633 0.88281 -2.44530
H11 -1.01782 1.81477 1.69002
H12 -0.83592 0.37068 2.45333
O1 -0.52537 0.95208 1.76516
H13 -2.25492 -1.34213 -1.43151
H14 -1.21959 -2.06804 -2.37039
O2 -1.32604 -1.58986 -1.54951
H15 -3.08133 2.20571 0.79375
H16 -3.00885 2.54926 2.34559
O3 -2.59652 2.67388 1.48144

Forces on the atoms, in the same order (eV/Å):
C -0.375 -1.098 0.436
C 0.384 0.721 0.909
N 0.372 -0.450 0.245
C -1.303 0.129 0.205
H 0.200 -0.088 0.512
H -0.059 0.207 -0.535
H -0.296 0.411 -0.501
H -0.064 -0.227 -0.579
H -0.088 0.343 -0.156
H 0.313 -0.297 -0.381
H 0.597 0.368 0.303
H -0.159 -0.226 -0.022
H 0.550 0.122 -0.403
H 0.410 0.212 0.062
H -0.159 -1.109 0.566
H -0.439 0.210 0.414
O 0.583 0.811 -0.862
H 0.218 -0.313 -0.314
H -0.294 -0.206 -0.355
O -0.273 0.251 0.423
H -0.335 0.028 0.409
H -0.344 -0.057 -0.386
O 0.561 0.257 0.010

Results
Charge ... +1
Energy above the lowest of the compared OMol25 structures with the same formula, charge and spin ... 31.4 kJ/mol
Multiplicity ... 1
Gap between HOMO and LUMO ... 12.26 eV
HOMO energy ... -15.295 eV

Löwdin population analysis, charges in e, atoms 1 to 8: C -0.081; C -0.202; N -0.056; C -0.003; H 0.079; H 0.094; H 0.086; H 0.139

No. 2
DFT (wB97M-V/def2-TZVPD) results for C29H41N5O3PScSi2Te as an isolated structure in a non-equilibrium geometry.

Atoms and positions in Å:
Sc1 -0.00653 -0.64554 0.13672
C1 -3.04825 -0.12677 -3.21393
C2 -4.27275 -0.60373 -2.74958
C3 -4.32748 -1.15085 -1.49053
C4 -3.16125 -1.24628 -0.71802
N1 -1.99466 -0.73458 -1.14474
C5 -1.96566 -0.18831 -2.37131
N2 -3.30370 -1.94881 0.47764
C6 -2.29607 -2.58806 0.94762
N3 -0.98642 -2.52404 0.50995
C7 -0.30772 -3.60482 1.01575
N4 0.85186 -4.04269 0.67187
C8 1.58408 -3.45393 -0.33649
C9 2.59545 -4.24943 -0.90173
C10 3.37656 -3.76044 -1.91664
C11 3.16871 -2.45457 -2.36415
C12 2.18749 -1.71605 -1.75202
N5 1.39658 -2.19070 -0.77083
C13 -1.16857 -4.28597 2.01003
C14 -0.93780 -5.36826 2.83633
C15 -1.98225 -5.77648 3.65831
C16 -3.21844 -5.13088 3.62750
C17 -3.44855 -4.05755 2.77388
C18 -2.39647 -3.64428 1.98128
H1 -2.94347 0.32392 -4.19076
H2 -5.16154 -0.53815 -3.36320
H3 -5.23715 -1.54395 -1.06129
H4 -1.01833 0.23946 -2.66511
H5 2.71831 -5.24580 -0.50327
H6 4.14989 -4.37614 -2.35749
H7 3.76339 -2.01672 -3.15260
H8 2.02788 -0.68206 -2.03014
H9 0.02101 -5.86906 2.84071
H10 -1.83752 -6.61097 4.33204
H11 -4.01195 -5.47490 4.27812
H12 -4.40683 -3.55759 2.72994
C19 0.42680 4.67962 -1.72023
Si1 0.10247 2.84012 -2.03365
C20 -1.04827 2.82719 -3.54010
C21 1.74137 2.14355 -2.67331
C22 -0.49246 1.92004 -0.57861
Si2 -1.94374 2.39060 0.41050
C23 -1.85823 4.11059 1.18899
C24 -2.15462 1.17683 1.84355
C25 -3.55843 2.36488 -0.55866
H13 0.64859 5.21064 -2.64984
H14 1.27520 4.82153 -1.04391
H15 -0.44032 5.15948 -1.26347
H16 -0.71664 3.57904 -4.26080
H17 -2.08320 3.05224 -3.27162
H18 -1.04906 1.86315 -4.05738
H19 2.04143 2.64935 -3.59507
H20 1.64606 1.08077 -2.91011
H21 2.54748 2.25994 -1.94500
H22 0.38524 1.59217 -0.05179
H23 -1.01573 4.17034 1.88427
H24 -2.76688 4.36038 1.74393
H25 -1.71393 4.87791 0.42629
H26 -1.56820 1.43588 2.72438
H27 -1.84671 0.18094 1.50511
H28 -3.20131 1.05924 2.13502
H29 -3.49277 2.96070 -1.47260
H30 -4.36592 2.77870 0.05142
H31 -3.84395 1.35433 -0.84865
C26 4.59690 -1.69837 1.29889
C27 4.63441 -0.24245 0.88830
O1 3.85928 0.59343 1.77803
P1 2.27257 0.63470 1.69754
O2 1.86972 0.39157 0.24894
Te1 0.99284 -0.88920 2.95869
O3 1.94148 2.09560 2.19015
C28 2.36884 3.24115 1.39933
C29 3.17938 4.16528 2.27522
H32 5.25550 -2.27205 0.64395
H33 3.58883 -2.10746 1.21907
H34 4.93309 -1.81983 2.32854
H35 4.26225 -0.11058 -0.12833
H36 5.64527 0.15710 0.94642
H37 1.45632 3.70646 1.03119
H38 2.94569 2.90007 0.53700
H39 2.59404 4.47929 3.13912
H40 3.46455 5.05289 1.70857
H41 4.08291 3.66717 2.62687

Forces on the atoms, in the same order (eV/Å):
Sc -0.485 0.682 -0.692
C -0.099 -0.021 -0.006
C 0.107 0.002 0.016
C 0.007 -0.031 0.015
C -0.021 -0.107 0.034
N -0.141 -0.100 0.130
C 0.113 -0.041 -0.061
N 0.058 -0.003 -0.050
C 0.035 -0.019 -0.040
N 0.154 -0.088 -0.024
C -0.083 0.118 0.041
N 0.074 -0.033 0.009
C -0.038 0.039 -0.020
C -0.030 -0.046 0.031
C 0.010 0.035 -0.021
C -0.022 -0.001 0.020
C 0.036 -0.034 -0.043
N -0.046 0.052 0.113
C 0.017 -0.030 0.024
C 0.007 -0.015 0.006
C -0.012 0.014 -0.007
C 0.014 0.000 -0.008
C -0.004 -0.005 0.015
C -0.024 0.074 0.047
H -0.007 -0.008 0.024
H -0.009 -0.005 0.007
H -0.018 0.010 -0.029
H -0.016 -0.018 0.024
H 0.012 0.001 -0.014
H -0.001 -0.006 0.002
H 0.001 0.001 0.002
H -0.003 0.010 0.004
H -0.001 0.003 -0.003
H -0.005 0.002 0.002
H 0.006 -0.007 0.002
H 0.003 -0.003 0.001
C 0.027 -0.035 0.001
Si 0.015 0.057 -0.054
C -0.050 -0.062 0.016
C -0.019 0.013 -0.014
C -0.186 -1.047 -0.252
Si 0.059 0.241 0.073
C 0.022 -0.026 0.036
C -0.106 0.020 -0.171
C 0.057 0.044 -0.081
H 0.034 -0.011 -0.005
H -0.037 0.013 -0.003
H 0.010 0.026 -0.027
H -0.005 0.007 0.006
H 0.009 0.016 -0.012
H 0.026 0.070 -0.003
H 0.001 0.035 0.022
H 0.016 0.009 -0.030
H -0.009 -0.060 0.015
H 0.325 0.854 0.545
H 0.011 0.022 -0.012
H -0.005 -0.034 0.008
H -0.025 0.021 0.029
H 0.073 -0.072 -0.019
H -0.078 -0.249 0.252
H 0.009 0.034 0.027
H -0.011 0.028 0.027
H 0.008 -0.005 0.001
H -0.023 -0.001 -0.001
C 0.001 0.032 -0.021
C 0.008 -0.099 0.028
O 0.024 0.000 0.016
P -0.045 -0.043 0.070
O 0.252 -0.226 -0.067
Te -0.007 0.020 0.058
O 0.068 -0.028 -0.078
C 0.045 0.022 0.056
C -0.033 -0.039 -0.005
H -0.008 -0.010 0.010
H 0.006 0.005 -0.002
H 0.004 0.000 -0.003
H -0.010 0.024 0.005
H -0.010 0.025 0.015
H -0.022 -0.007 -0.002
H -0.010 -0.017 0.001
H 0.006 0.003 -0.002
H 0.000 -0.001 0.000
H -0.002 0.008 -0.003

Results
Charge ... 0
Energy above the lowest of the compared OMol25 structures with the same formula, charge and spin ... 143.9 kJ/mol
Multiplicity ... 1
Gap between HOMO and LUMO ... 6.10 eV
HOMO energy ... -6.861 eV

Löwdin population analysis, charges in e, atoms 1 to 8: Sc 0.807; C -0.053; C -0.053; C -0.013; C -0.317; N 0.046; C -0.145; N 0.179

No. 3
DFT (wB97M-V/def2-TZVPD) results for C4H7NO4Sn as an isolated structure in a non-equilibrium geometry.

Atoms and positions in Å:
Sn1 -6.28763 -16.24490 26.28028
C1 -4.16916 -14.61652 24.22665
O1 -3.75741 -15.29046 25.23516
O2 -5.35440 -14.16014 24.24867
O3 -3.44324 -14.56304 23.21645
C2 -5.49838 -21.00921 28.32104
C3 -6.50647 -20.10371 27.61770
O4 -6.18414 -18.94672 27.37123
N1 -7.73165 -20.55153 27.32851
C4 -8.16495 -21.91872 27.43814
H1 -5.33504 -21.95028 27.78733
H2 -5.84811 -21.47721 29.24171
H3 -4.58021 -20.42981 28.29990
H4 -8.41302 -19.88767 26.99610
H5 -7.54424 -22.58911 28.02678
H6 -8.26797 -22.42857 26.47511
H7 -9.19924 -21.99681 27.77782

Forces on the atoms, in the same order (eV/Å):
Sn 2.824 1.773 -1.768
C -0.012 -0.546 -2.262
O -0.638 -1.998 2.719
O -2.104 -0.253 0.876
O 0.010 0.535 0.693
C -0.464 -0.667 -1.128
C 0.292 -0.358 0.621
O 0.056 1.058 -0.353
N -0.161 -0.696 0.256
C -1.101 -1.155 -0.670
H 0.152 0.306 -0.708
H 0.080 1.007 0.546
H 0.054 -0.270 0.727
H 0.231 0.101 -0.130
H 0.123 0.522 0.301
H 0.505 0.303 -0.338
H 0.154 0.337 0.617

Results
Charge ... 0
Energy above the lowest of the compared OMol25 structures with the same formula, charge and spin ... 158.1 kJ/mol
Multiplicity ... 1
Gap between HOMO and LUMO ... 4.50 eV
HOMO energy ... -7.064 eV

Löwdin population analysis, charges in e, atoms 1 to 8: Sn 1.322; C -1.031; O -0.137; O -0.124; O 0.032; C 0.009; C -0.531; O -0.160

No. 4
DFT (wB97M-V/def2-TZVPD) results for a single C5H13Br2FOSi2 molecule.

Atoms and positions in Å:
C1 0.53145 -0.05598 2.21944
C2 -0.86067 0.36210 2.68239
Br1 -1.25385 -0.34680 4.47698
C3 -2.00449 0.04218 1.73482
Br2 -2.12132 -1.86412 1.31980
Si1 -2.00409 1.01308 0.10578
O1 -0.50854 1.05413 -0.55903
Si2 0.13772 0.54465 -2.00057
C4 1.77441 -0.28027 -1.60117
C5 2.25908 -1.23838 -2.66518
F1 1.68444 -0.89319 -3.90174
H1 0.45755 -0.88044 1.51043
H2 1.03751 0.77905 1.73565
H3 1.13972 -0.39685 3.05424
H4 -0.90332 1.43944 2.85366
H5 -2.94752 0.30105 2.22035
H6 -2.97429 0.40046 -0.81838
H7 -2.40610 2.39305 0.46011
H8 0.34758 1.73799 -2.84390
H9 -0.83775 -0.36469 -2.63302
H10 2.50776 0.51126 -1.42345
H11 1.64476 -0.79511 -0.64510
H12 3.33682 -1.19509 -2.81647
H13 1.96313 -2.26752 -2.46563

Forces on the atoms, in the same order (eV/Å):
C -0.034 -0.144 0.034
C -0.106 0.228 -0.011
Br 0.002 -0.085 -0.011
C 0.049 0.111 -0.134
Br -0.009 -0.010 -0.004
Si 0.128 0.090 0.205
O -0.092 -0.100 -0.088
Si 0.031 0.054 -0.065
C 0.026 0.066 0.254
C -0.009 -0.008 -0.142
F -0.009 0.066 -0.071
H 0.040 0.007 0.031
H -0.050 -0.014 -0.051
H -0.004 0.110 0.000
H 0.073 -0.041 0.003
H -0.008 -0.145 0.021
H -0.036 0.004 0.017
H 0.017 -0.001 -0.014
H -0.008 -0.039 -0.018
H 0.024 -0.054 0.011
H -0.044 0.011 -0.024
H 0.031 -0.057 -0.039
H 0.019 -0.054 0.063
H -0.033 0.005 0.034

Results
Charge ... 0
Multiplicity ... 1
Gap between HOMO and LUMO ... 10.53 eV
HOMO energy ... -9.947 eV
SMILES ... C[C@H](Br)[C@H](Br)[SiH2]O[SiH2]CCF

Löwdin population analysis, charges in e, atoms 1 to 8: C -0.163; C -0.837; Br 0.651; C -0.867; Br 0.650; Si 0.469; O -0.447; Si 0.547

No. 5
DFT (wB97M-V/def2-TZVPD) results for a 3-piece molecular cluster, C4H16NO3 overall in a non-equilibrium geometry.

Atoms and positions in Å:
C1 0.20878 -2.33411 -0.41040
C2 -0.21717 -0.93301 -0.81037
C3 0.80066 -0.04946 -1.49920
C4 1.85830 0.57334 -0.57419
O1 0.02476 0.95128 -2.15968
N1 -0.75972 -0.23585 0.44420
H1 0.40688 -2.88098 -1.32673
H2 1.11332 -2.40660 0.19425
H3 -0.62228 -2.87398 0.04099
H4 -1.04378 -1.04421 -1.50459
H5 1.36421 -0.65105 -2.21414
H6 1.69212 1.65335 -0.53048
H7 1.87231 0.12969 0.41231
H8 2.86645 0.48011 -0.96670
H9 0.45572 1.20342 -2.98292
H10 -1.71302 -0.58421 0.47577
H11 -0.23235 -0.53694 1.24411
H12 -0.74817 0.77597 0.37179
H13 -1.60492 -0.70941 3.44517
H14 -0.28953 0.03660 3.89150
O2 -0.84631 -0.19398 3.14125
H15 -1.56964 3.43342 1.23838
H16 -1.67732 3.26343 -0.37593
O3 -1.33928 2.93319 0.45562

Forces on the atoms, in the same order (eV/Å):
C 0.133 -0.096 -0.543
C 0.259 -0.227 0.328
C 0.651 0.209 -0.078
C -0.031 0.479 -0.305
O 0.144 -0.133 -0.006
N -0.080 -0.871 -2.126
H 0.154 -0.082 -0.173
H -0.130 0.207 0.192
H 0.046 0.051 0.328
H -0.243 0.257 0.044
H -0.428 -0.230 -0.229
H -0.218 -0.158 0.378
H -0.005 0.017 0.381
H 0.040 -0.256 -0.151
H -0.015 0.087 0.063
H -0.144 0.379 0.761
H -0.023 0.019 0.933
H -0.254 0.746 0.044
H 0.325 0.186 0.376
H -0.258 -0.157 0.198
O -0.026 -0.087 -0.380
H -0.380 0.506 -0.399
H -0.309 0.626 0.271
O 0.791 -1.471 0.092

Results
Charge ... +1
Energy above the lowest of the compared OMol25 structures with the same formula, charge and spin ... 37.3 kJ/mol
Multiplicity ... 1
Gap between HOMO and LUMO ... 11.42 eV
HOMO energy ... -14.294 eV

Löwdin population analysis, charges in e, atoms 1 to 8: C -0.024; C -0.290; C -0.384; C -0.012; O -0.024; N 0.232; H 0.097; H 0.097

E_LUMO values, unit eV, following the record order: -3.04, -0.77, -2.56, 0.58, -2.87.